(1)
ORCA calculation (wB97M-V/def2-TZVPD) on a cluster of 5 separate species, C9H27ClO8 in total in a non-equilibrium geometry.

XYZ file:
```
45
Properties=species:S:1:pos:R:3:mulliken_charge:R:1
O 0.32 0.48 0.61 -0.26
H 0.43 0.29 -0.36 0.34
H -0.17 -0.31 1.00 0.76
H -0.20 1.33 0.72 0.38
Cl -1.58 -0.13 -2.40 1.42
O -0.81 0.32 -3.54 -0.64
O -0.99 -1.36 -1.87 -0.56
O -1.53 0.84 -1.34 -0.50
O -2.94 -0.37 -2.79 -0.73
C -2.63 2.11 1.63 -1.36
C -1.83 3.38 1.44 0.80
C -1.64 4.13 2.75 -1.37
O -0.54 2.97 0.92 -0.54
H -3.59 2.37 2.09 0.42
H -2.13 1.44 2.34 0.25
H -2.81 1.54 0.72 0.33
H -2.26 4.01 0.66 0.24
H -1.49 5.20 2.62 0.37
H -0.80 3.73 3.32 0.33
H -2.52 4.07 3.41 0.33
H 0.09 3.69 0.83 0.23
C 2.57 -1.40 -2.70 -1.05
C 2.77 0.09 -2.55 0.30
C 2.93 0.77 -3.90 -1.27
O 1.64 0.69 -1.86 -0.57
H 3.10 -1.93 -1.90 0.26
H 3.04 -1.81 -3.60 0.37
H 1.51 -1.67 -2.76 0.27
H 3.56 0.27 -1.82 0.36
H 3.04 1.85 -3.78 0.34
H 2.03 0.66 -4.51 0.29
H 3.81 0.37 -4.41 0.39
H 0.86 0.40 -2.36 0.12
C -0.83 -3.33 0.76 -1.31
C -0.44 -2.93 2.18 0.72
C 0.82 -3.66 2.68 -1.41
O -0.26 -1.52 2.23 -0.52
H -1.92 -3.26 0.68 0.36
H -0.64 -4.41 0.74 0.40
H -0.32 -2.91 -0.10 0.28
H -1.26 -3.22 2.85 0.13
H 1.52 -3.72 1.83 0.32
H 0.65 -4.69 3.00 0.36
H 1.37 -3.13 3.46 0.39
H 0.06 -1.23 3.09 0.23
```

Charge: 0
Electronic energy (a.u.): -1420.9197
Gap between HOMO and LUMO (hartree): 0.3558
M (g mol⁻¹): 298.76

***

(2)
ORCA calculation (wB97M-V/def2-TZVPD) on an isolated molecule of C3H4BrNO in a non-equilibrium geometry.

XYZ file:
```
10
Properties=species:S:1:pos:R:3:mulliken_charge:R:1
C 0.11 -0.02 1.30 -0.12
C -0.09 1.10 1.92 -0.09
C -0.31 -0.04 -0.18 -0.43
N -0.41 1.33 -0.61 -0.12
O -0.89 2.09 0.35 -0.41
Br 0.03 1.92 3.52 -0.03
H 0.49 -0.93 1.71 0.40
H 0.42 -0.57 -0.80 0.35
H -1.29 -0.52 -0.24 0.21
H 0.49 1.69 -0.95 0.25
```

Charge: 0
Electronic energy (a.u.): -2820.5565
Gap between HOMO and LUMO (spin up / spin down) (hartree): 0.3197 / 0.3196
M (g mol⁻¹): 149.98
Relative energy (zero: lowest compared OMol25 entry of this formula, charge and spin) (kJ/mol): 411.73

***

(3)
ORCA calculation (wB97M-V/def2-TZVPD) on the ion C3H6Cl2OP with charge +1 in a non-equilibrium geometry.

XYZ file:
```
13
Properties=species:S:1:pos:R:3:mulliken_charge:R:1
C 0.93 -1.31 -0.45 -0.62
C 0.64 0.00 -0.13 0.10
C -0.53 0.77 -0.43 -0.86
O -2.55 0.14 2.09 -0.48
P -2.26 -0.30 0.57 0.91
Cl -1.70 -2.13 0.85 -0.07
Cl -4.06 -0.40 -0.25 -0.10
H 1.72 -1.92 0.02 0.29
H 0.04 -1.87 -0.94 0.30
H 1.52 0.57 0.38 0.27
H -0.91 0.86 -1.38 0.43
H -0.65 1.84 -0.16 0.44
H -2.42 1.05 2.53 0.39
```

Charge: +1
Electronic energy (a.u.): -1454.5981
Gap between HOMO and LUMO (hartree): 0.3253
M (g mol⁻¹): 159.96
Relative energy (zero: lowest compared OMol25 entry of this formula, charge and spin) (kJ/mol): 137.08

***

(4)
ORCA calculation (wB97M-V/def2-TZVPD) on a cluster of 8 separate species, C33H52F3O23PS2 in total in a non-equilibrium geometry.

XYZ file:
```
114
Properties=species:S:1:pos:R:3:mulliken_charge:R:1
C -1.12 -1.40 -1.95 -1.15
C -0.39 -2.23 -3.01 0.10
C 0.75 -1.50 -3.74 -0.81
C 0.38 -0.09 -4.20 -0.49
P 1.59 1.27 -3.90 -0.09
S 0.57 2.66 -2.63 -0.23
S 3.15 0.57 -2.59 1.11
O 3.77 1.75 -2.08 -0.62
O 3.97 -0.33 -3.35 -0.65
C 2.56 -0.36 -1.06 0.52
F 1.25 -0.17 -0.88 -0.12
F 2.82 -1.68 -1.19 -0.13
F 3.25 0.12 0.00 -0.22
H -0.75 -0.39 -1.87 0.27
H -1.13 -1.88 -0.98 0.47
H -2.16 -1.29 -2.23 -0.06
H -1.09 -2.59 -3.75 0.47
H 0.02 -3.09 -2.52 -0.11
H 0.97 -2.08 -4.63 0.44
H 1.64 -1.57 -3.13 0.30
H 0.25 -0.10 -5.27 0.57
H -0.57 0.24 -3.80 0.27
H -0.51 2.80 -3.39 0.15
C 0.55 -7.61 -5.78 -1.47
C 0.44 -6.50 -4.77 0.78
C 1.11 -6.74 -3.44 -0.37
O 0.33 -5.91 -2.56 -0.27
C -0.91 -5.79 -3.09 0.64
O -1.83 -5.31 -2.53 -0.56
O -0.93 -6.30 -4.35 -0.40
H 0.54 -8.59 -5.29 0.32
H -0.29 -7.58 -6.47 0.39
H 1.47 -7.52 -6.34 0.38
H 0.78 -5.56 -5.20 0.18
H 2.15 -6.46 -3.41 0.13
H 1.01 -7.78 -3.10 0.25
C 1.35 2.46 1.00 -1.22
C 1.14 3.59 1.99 0.57
C 1.77 3.40 3.34 -0.31
O 0.92 4.19 4.19 -0.20
C -0.31 4.21 3.61 0.50
O -1.29 4.62 4.14 -0.56
O -0.25 3.70 2.37 -0.43
H 1.39 1.50 1.50 0.24
H 0.53 2.43 0.28 0.23
H 2.28 2.60 0.46 0.45
H 1.43 4.54 1.55 0.28
H 2.80 3.76 3.39 0.37
H 1.73 2.37 3.68 0.03
C -6.41 0.40 -2.20 -1.30
C -6.02 -0.23 -3.51 0.56
C -6.28 -1.70 -3.65 -0.60
O -5.29 -2.10 -4.61 -0.32
C -4.25 -1.25 -4.49 0.61
O -3.19 -1.41 -5.00 -0.53
O -4.58 -0.20 -3.70 -0.30
H -6.28 -0.30 -1.37 0.36
H -5.80 1.28 -1.99 0.25
H -7.46 0.70 -2.22 0.36
H -6.46 0.33 -4.34 0.26
H -7.28 -1.94 -4.01 0.31
H -6.10 -2.25 -2.72 0.32
C -0.48 1.12 6.71 -1.25
C -0.28 -0.24 6.09 0.45
C 1.16 -0.68 5.92 -0.41
O 1.07 -1.58 4.81 -0.33
C 0.01 -1.19 4.05 0.65
O -0.23 -1.60 2.97 -0.53
O -0.72 -0.26 4.71 -0.38
H 0.31 1.81 6.41 0.17
H -1.42 1.56 6.38 0.36
H -0.48 1.05 7.79 0.39
H -0.85 -1.00 6.63 0.33
H 1.57 -1.18 6.79 0.32
H 1.81 0.15 5.64 0.23
C 3.99 -4.98 0.52 -1.38
C 4.13 -6.39 -0.01 0.50
C 5.55 -6.91 -0.14 -0.57
O 5.41 -7.88 -1.19 -0.35
C 4.37 -7.49 -1.97 0.65
O 4.09 -7.96 -3.02 -0.52
O 3.69 -6.48 -1.38 -0.25
H 4.81 -4.34 0.20 0.33
H 3.06 -4.54 0.17 0.32
H 3.97 -4.99 1.61 0.41
H 3.52 -7.08 0.58 0.27
H 5.93 -7.37 0.76 0.31
H 6.24 -6.13 -0.48 0.31
C -4.55 5.63 -0.99 -1.45
C -5.34 5.14 -2.18 0.61
C -6.13 6.19 -2.93 -0.55
O -7.19 5.42 -3.51 -0.33
C -7.39 4.34 -2.71 0.65
O -8.31 3.59 -2.81 -0.52
O -6.41 4.25 -1.79 -0.39
H -5.07 6.44 -0.47 0.33
H -4.41 4.82 -0.28 0.39
H -3.58 5.99 -1.30 0.37
H -4.70 4.59 -2.87 0.26
H -5.57 6.70 -3.70 0.31
H -6.58 6.93 -2.26 0.32
C 2.46 6.40 6.45 -1.07
C 3.93 6.55 6.77 0.47
C 4.87 5.68 5.97 -0.30
O 5.99 5.55 6.86 -0.35
C 5.51 5.67 8.13 0.58
O 6.14 5.44 9.11 -0.52
O 4.23 6.10 8.11 -0.38
H 2.22 5.37 6.17 0.05
H 1.85 6.66 7.31 0.39
H 2.19 7.04 5.61 0.36
H 4.23 7.60 6.71 0.26
H 5.19 6.12 5.03 0.33
H 4.46 4.68 5.79 0.20
```

Charge: 0
Electronic energy (a.u.): -4456.5785
Gap between HOMO and LUMO (hartree): 0.3346
M (g mol⁻¹): 968.86
SMILES: CCCCP(S)S(=O)(=O)C(F)(F)F.C[C@@H]1COC(=O)O1.C[C@@H]1COC(=O)O1.C[C@@H]1COC(=O)O1.C[C@@H]1COC(=O)O1.C[C@@H]1COC(=O)O1.C[C@@H]1COC(=O)O1.C[C@@H]1COC(=O)O1

***

(5)
ORCA calculation (wB97M-V/def2-TZVPD) on an isolated molecule of C3H6O2S in a non-equilibrium geometry.

XYZ file:
```
12
Properties=species:S:1:pos:R:3:mulliken_charge:R:1
C 0.51 -1.08 -0.11 -0.31
C 0.55 0.34 0.50 -0.64
C -0.79 0.91 0.91 0.49
H 0.01 -1.89 -1.82 0.28
H 1.58 -1.49 -0.07 0.28
H -0.14 -1.75 0.52 0.30
H 1.21 0.42 1.38 0.34
H 0.98 0.92 -0.36 0.30
H -0.99 1.85 -1.36 0.16
O -0.07 -1.02 -1.42 -0.48
O -1.30 0.58 1.96 -0.50
S -1.54 2.20 -0.13 -0.24
```

Charge: 0
Electronic energy (a.u.): -666.5557
Gap between HOMO and LUMO (hartree): 0.3836
M (g mol⁻¹): 106.15
Relative energy (zero: lowest compared OMol25 entry of this formula, charge and spin) (kJ/mol): 100.67
SMILES: O=C(S)CCO

***

(6)
ORCA calculation (wB97M-V/def2-TZVPD) on a structure of composition C48H41F9GeN4O8Ti in a non-equilibrium geometry.

XYZ file:
```
112
Properties=species:S:1:pos:R:3:lowdin_spin:R:1
Ti -0.43 0.17 0.98 0.90
C 0.01 2.48 4.23 0.00
C -0.42 2.88 2.87 0.00
N -0.43 2.14 1.78 0.01
C -0.87 2.95 0.74 0.01
C -1.13 4.24 1.25 0.00
N -0.84 4.14 2.60 0.00
C -1.56 5.48 0.66 0.00
O -1.77 5.49 -0.66 0.00
O -1.71 6.49 1.34 0.00
C -0.92 2.39 -0.57 0.01
O -1.24 3.06 -1.58 0.01
O -0.50 1.15 -0.62 0.00
H 0.13 1.40 4.25 0.00
H -0.74 2.77 4.96 0.00
H 0.95 2.96 4.49 0.00
H -0.93 4.91 3.24 0.00
H -1.59 4.59 -1.09 0.00
O 0.04 -1.25 -0.68 0.00
C 1.05 -2.19 -0.44 0.00
C 1.86 -1.66 0.72 0.02
C 2.97 -2.32 1.19 0.00
C 3.70 -1.78 2.26 0.03
C 3.27 -0.56 2.78 0.00
C 2.17 0.06 2.25 0.02
N 1.41 -0.47 1.23 0.01
H -0.83 -1.63 -1.01 0.00
H 1.69 -2.29 -1.33 0.00
H 0.66 -3.19 -0.20 0.00
H 3.28 -3.23 0.71 0.00
H 4.57 -2.29 2.64 0.00
H 3.81 -0.09 3.58 0.00
H 1.84 1.03 2.60 0.00
C -1.78 0.92 -6.92 0.00
C -3.00 0.43 -6.19 0.00
C -4.06 -0.11 -6.91 0.00
C -5.18 -0.60 -6.28 0.00
C -5.25 -0.58 -4.90 0.00
C -4.21 -0.05 -4.16 0.00
N -4.25 -0.17 -2.75 0.00
C -4.16 0.88 -1.89 0.00
C -4.77 2.11 -2.17 0.00
C -4.78 3.12 -1.23 0.00
C -4.20 2.93 0.02 0.00
C -3.57 1.74 0.31 0.00
C -3.52 0.71 -0.63 0.00
C -2.67 -0.45 -0.36 0.00
O -2.47 -1.37 -1.20 0.00
O -2.10 -0.51 0.79 0.01
C -3.08 0.48 -4.79 0.00
C -1.97 1.02 -3.95 0.00
H -1.89 0.75 -7.99 0.00
H -0.90 0.39 -6.58 0.00
H -1.63 1.99 -6.75 0.00
H -3.99 -0.15 -7.99 0.00
H -5.99 -1.02 -6.86 0.00
H -6.11 -0.98 -4.38 0.00
H -3.72 -0.98 -2.41 0.00
H -5.21 2.26 -3.14 0.00
H -5.25 4.06 -1.46 0.00
H -4.21 3.73 0.75 0.00
H -3.11 1.59 1.28 0.00
H -2.27 1.93 -3.43 0.00
H -1.10 1.27 -4.55 0.00
H -1.67 0.31 -3.19 0.00
C 1.62 0.24 -3.18 -0.01
Ge 1.91 1.10 -1.34 -0.05
C 2.19 3.05 -1.91 -0.01
C 2.70 3.32 -3.17 0.00
C 2.84 4.62 -3.62 0.00
C 2.44 5.68 -2.83 0.00
C 1.92 5.43 -1.57 0.00
C 1.81 4.13 -1.12 0.00
C 3.82 0.50 -0.84 -0.01
C 4.33 -0.63 -1.44 0.00
C 5.57 -1.16 -1.07 0.00
C 6.31 -0.58 -0.08 0.00
C 5.82 0.56 0.59 0.00
C 6.54 1.17 1.64 0.00
C 6.04 2.26 2.29 0.00
C 4.78 2.77 1.95 0.00
C 4.05 2.19 0.94 0.00
C 4.55 1.09 0.22 0.00
H 2.55 0.22 -3.74 0.00
H 0.91 0.88 -3.69 0.00
H 1.22 -0.77 -3.12 0.00
H 3.00 2.51 -3.81 0.00
H 3.24 4.81 -4.61 0.00
H 2.53 6.70 -3.19 0.00
H 1.59 6.25 -0.95 0.00
H 1.39 3.95 -0.14 0.00
H 3.78 -1.10 -2.24 0.00
H 5.94 -2.05 -1.58 0.00
H 7.27 -0.99 0.21 0.00
H 7.50 0.76 1.92 0.00
H 6.60 2.73 3.09 0.00
H 4.38 3.62 2.49 0.00
H 3.08 2.59 0.67 0.00
F -3.14 -2.25 2.30 0.00
C -2.85 -1.39 3.28 0.00
F -3.54 -1.83 4.35 0.00
F -3.34 -0.20 2.97 0.00
C -1.30 -1.28 3.55 0.01
O -0.72 -0.25 2.97 0.01
C -1.11 -1.16 5.10 0.00
F -1.91 -0.24 5.62 0.00
F -1.33 -2.30 5.78 0.00
F 0.14 -0.79 5.39 0.00
C -0.66 -2.62 3.08 0.00
F -1.30 -3.73 3.46 0.00
F -0.62 -2.62 1.74 0.01
F 0.60 -2.74 3.50 0.00
```

Charge: -1
Electronic energy (a.u.): -6500.1747
Spin multiplicity: 2
Gap between HOMO and LUMO (spin up / spin down) (hartree): 0.1647 / 0.1749
M (g mol⁻¹): 1093.33
Relative energy (zero: lowest compared OMol25 entry of this formula, charge and spin) (kJ/mol): 365.54

***

Among the records above, which one has the lowest electronic energy?
C48H41F9GeN4O8Ti

***

M of number 4 (C33H52F3O23PS2)?
968.86 g mol⁻¹

***

The highest M belongs to which entry?
C48H41F9GeN4O8Ti

***

Look up the charge of the second one.
0